DFT (ωB97M-V/def2-TZVPD) results for the molecule C6H9N.

Each line ends with the natural charge from an NBO analysis.
Cartesian coordinates (Å):
1 C -2.1253 -0.5302 -0.3246  -0.63
2 C -1.0401 0.1219 0.4604  -0.06
3 C -0.5797 1.3792 0.3406  -0.09
4 N 0.8167 1.4128 0.6500  -0.66
5 C 1.1527 0.0040 0.5766  0.21
6 C 2.0709 -0.3485 -0.5648  -0.66
7 C 0.0754 -0.7422 0.8823  -0.26
8 H -2.8002 0.2153 -0.7468  0.22
9 H -2.6821 -1.2723 0.2508  0.22
10 H -1.6509 -1.0623 -1.1668  0.21
11 H -0.9948 2.2227 -0.1919  0.21
12 H 0.9469 1.6916 1.6322  0.39
13 H 3.0284 -0.7655 -0.2896  0.23
14 H 1.5254 -1.0681 -1.1932  0.22
15 H 2.2193 0.5641 -1.1608  0.24
16 H 0.0217 -1.8261 0.8466  0.21

Computed properties:
HOMO-LUMO gap ... 8.4704 eV
Energy ... -288.6691 a.u.
HOMO energy ... -7.69 eV
Total charge ... 0
ΔE to the lowest compared entry with this formula, charge and spin ... 296.6 kJ/mol
Largest force on an atom ... 0.8 eV/Å